Entry 1:
59
Properties=species:S:1:pos:R:3:nbo_charge:R:1 method="wB97M-V/def2-TZVPD" relative_energy_kj_mol=163.6 lumo_energy_ev="-7.61 / -9.77" e_tot_ha=-3440.72321 e_homo_ev="-13.23 / -14.15" gap_ev="5.62 / 4.38" spin_multiplicity=5 fmax_ev_per_a=5.713 total_charge=+2
Fe -1.85431 3.55742 -4.66119 -0.006
S -1.68641 0.18853 4.26608 0.493
F -2.72386 -4.11748 -2.28629 -0.313
F -0.56644 -4.31391 -2.65575 -0.310
F -1.68434 -2.61196 -3.52037 -0.321
O 0.32074 3.41878 -6.62870 -0.419
O -3.05822 4.94023 -6.91932 -0.422
O -2.61078 0.82426 -5.26604 -0.451
O -0.69321 2.17148 2.02786 -0.592
O 0.75472 0.35513 2.62432 -0.614
C -2.05349 -1.39075 0.75036 -0.224
C -3.26008 0.59163 4.83399 0.012
C -2.59035 2.30434 -1.76641 -0.084
C -2.08750 1.74576 -0.60129 -0.151
C -2.69189 4.40233 -5.95035 0.482
C -0.79178 -0.80381 0.91476 -0.318
C -1.01738 4.23719 -2.20180 -0.190
C -1.98936 0.74995 2.66992 -0.185
C -0.07240 4.06204 -1.18416 -0.105
C 0.03842 -2.14083 -0.94584 -0.157
C 0.22872 2.59085 2.88752 0.324
C -3.25704 1.28557 2.57453 -0.259
C 1.11244 1.54120 3.20997 0.404
C -4.00162 1.15146 3.80235 -0.173
C 2.47499 3.12763 4.37680 -0.093
C -1.56052 -3.40837 -2.40558 0.974
C 2.27435 1.81974 3.92043 -0.268
C -2.43111 1.92483 -4.92419 0.479
C -2.30443 -2.21351 -0.34950 -0.170
C -1.26257 -2.56758 -1.19172 -0.113
C -0.80445 1.92374 -0.05209 -0.026
C 0.45213 3.91065 3.27859 -0.259
C 0.00312 3.07502 -0.21850 -0.171
C -2.15486 3.45380 -2.47841 -0.237
C -0.49905 3.39533 -5.79794 0.509
C 0.27581 -1.28803 0.13243 -0.212
C -3.64093 0.35531 6.24569 -0.688
C 1.57483 4.16086 4.06326 -0.121
B -0.51141 0.44664 1.90194 0.890
H -3.69040 -0.71820 6.46979 0.284
H 0.86240 3.16539 0.45168 0.231
H 0.85426 -2.46389 -1.59418 0.254
H -0.23811 4.68616 2.93644 0.258
H 3.35911 3.35591 4.97594 0.260
H -2.68691 0.97492 -0.11243 0.237
H 2.99298 1.01430 4.08182 0.268
H -2.87982 -1.20328 1.44158 0.220
H -2.89755 0.79725 6.92160 0.270
H -2.90118 3.93279 -3.17926 0.247
H -3.30969 -2.56539 -0.55551 0.252
H 0.74335 4.79323 -1.14926 0.253
H -5.03958 1.46060 3.92603 0.263
H -0.84382 5.10977 -2.85141 0.257
H 1.30068 -0.96342 0.32727 0.229
H -3.46715 1.79525 -2.17573 0.258
H -0.15371 1.03183 -0.00825 0.279
H 1.76547 5.17642 4.42269 0.259
H -3.64850 1.74732 1.68161 0.245
H -4.60958 0.80810 6.45858 0.259

Entry 2:
60
Properties=species:S:1:pos:R:3:nbo_charge:R:1 method="wB97M-V/def2-TZVPD" relative_energy_kj_mol=174.2 lumo_energy_ev="0.82 / 0.83" e_tot_ha=-5679.46191 e_homo_ev="-4.35 / -4.31" gap_ev="5.17 / 5.14" spin_multiplicity=2 fmax_ev_per_a=2.903 total_charge=-1
Sb -1.36784 1.43545 2.84013 0.906
Co 0.27781 -0.26985 0.53447 0.957
Cl 4.94881 4.26239 -2.59439 -0.039
S -0.90047 2.63663 -1.62581 -0.286
S 0.08976 -0.52667 2.73457 -0.833
S -3.21431 5.07768 -1.09982 -0.612
S -1.70532 1.26888 0.38814 -0.385
S -3.31535 0.31664 3.42150 -0.828
P -1.31588 4.58140 -1.21549 1.155
O 1.56326 0.97652 0.81015 -0.686
N 0.77064 -0.36382 -1.36721 -0.543
N -0.87759 -1.73261 0.10336 -0.455
C 0.01801 -1.31797 -2.04792 0.132
C -0.43136 5.08200 0.30670 -0.409
C -0.76307 6.90068 -2.63915 -0.125
C 0.46897 4.96779 -3.37396 -0.203
C -1.10227 4.99631 1.52127 -0.183
C 1.47967 6.00528 1.42543 -0.237
C 0.07391 -1.62882 -3.39790 -0.228
C 2.30722 1.66054 0.02404 0.420
C -1.79879 -2.96216 -1.78926 -0.101
C 3.97083 3.41524 -0.20787 -0.203
C -2.71151 -3.23394 0.40462 -0.247
C -0.14837 7.66252 -3.61965 -0.233
C 3.94750 3.24020 -1.59717 -0.111
C -1.76787 -2.31935 0.88344 0.100
C -1.72351 -3.22706 -3.17026 -0.189
C -0.79624 -2.57627 -3.94375 -0.206
C -0.48078 5.41664 2.68649 -0.198
C -0.45452 5.54994 -2.51341 -0.389
C 3.16527 2.28253 -2.18031 -0.162
C -2.72731 -3.57042 -0.92125 -0.130
C 0.77763 7.08172 -4.47639 -0.209
C -0.90051 -2.02469 -1.22882 0.218
C 2.33456 1.46263 -1.39249 -0.249
C 0.80678 5.93358 2.63555 -0.208
C 1.08921 5.73709 -4.34813 -0.205
C 1.52110 0.48452 -2.00794 0.211
C 0.86957 5.56979 0.25857 -0.137
C 3.16041 2.63941 0.58090 -0.220
H -1.48979 7.34067 -1.96748 0.231
H 1.28594 6.28211 3.54227 0.206
H 1.25682 7.67806 -5.24295 0.207
H -1.74216 -2.05569 1.93309 0.272
H -0.38992 8.71339 -3.72054 0.209
H 1.39748 5.61333 -0.68594 0.214
H -0.74251 -2.78742 -5.00432 0.212
H 3.14962 2.75053 1.65678 0.226
H -2.11894 4.62200 1.53349 0.247
H 0.79712 -1.14849 -4.04096 0.209
H -3.43754 -4.28355 -1.32119 0.212
H 1.81981 5.28701 -5.00906 0.210
H 4.62696 4.15348 0.23254 0.221
H 0.70154 3.91675 -3.26506 0.230
H -1.00405 5.35361 3.63214 0.216
H -3.41465 -3.66481 1.10314 0.228
H 3.18637 2.14717 -3.25545 0.213
H 1.52155 0.46653 -3.09607 0.171
H 2.48750 6.40144 1.39373 0.207
H -2.40467 -3.94494 -3.60957 0.209

Entry 3:
73
Properties=species:S:1:pos:R:3:nbo_charge:R:1 method="wB97M-V/def2-TZVPD" lumo_energy_ev="4.37 / 4.36" e_tot_ha=-3818.49333 e_homo_ev="-0.70 / -2.28" gap_ev="5.08 / 6.63" spin_multiplicity=6 fmax_ev_per_a=0.614 total_charge=-2
Ru -0.82997 -0.37171 -1.18449 1.277
S -3.36516 -1.28364 -1.37676 -0.266
S -5.25038 -1.26249 1.02355 0.216
F -3.99979 1.87760 -0.21065 -0.322
F -0.90922 4.66903 -0.09703 -0.337
F 2.27261 -2.89593 -4.47961 -0.343
F 2.83534 -0.19758 -4.13935 -0.350
F -3.53923 4.00067 -0.14207 -0.351
F 0.43642 3.39170 -1.20129 -0.314
F 0.29947 -2.48931 -5.23735 -0.325
F -1.29005 4.22485 -2.17694 -0.338
F 1.20806 1.03860 -3.39446 -0.309
F -3.54741 2.94667 -2.01298 -0.317
F 0.98696 -0.02410 -5.24071 -0.329
F 0.51518 -3.66560 -3.45814 -0.326
O 0.89070 3.74808 2.44978 -0.366
O -0.45133 -1.09888 -3.06770 -0.739
O 1.72339 3.33722 4.39493 -0.447
O -1.52996 1.45638 -1.54163 -0.742
O 0.50320 1.05220 2.21547 -0.534
N -2.70953 -1.45602 1.24393 -0.430
N -1.45081 -1.45688 0.68809 -0.278
N 1.06488 3.03826 3.40854 0.515
N 0.50967 -1.78544 -0.87092 -0.571
N 0.66702 0.89128 -0.02420 -0.654
C -1.26924 2.04750 0.85130 -0.235
C -0.85347 3.67968 -1.01764 0.964
C 0.88391 -1.31727 -3.20697 0.100
C -1.68141 2.42470 -0.59227 0.110
C -6.27837 -0.85920 -0.39553 -0.753
C -3.38236 2.38823 4.02178 -0.622
C 3.84230 -0.92146 -0.76796 -0.208
C -3.19511 2.81695 -0.72712 0.970
C 3.79039 -0.91827 0.76234 -0.200
C -0.03892 1.36582 1.00063 0.663
C 3.69283 -2.45024 -0.82873 -0.124
C 1.90768 0.28634 0.09209 0.224
C 2.48590 -0.33416 -1.19572 -0.280
C 4.95504 -3.24651 -1.09250 -0.589
C 3.28614 -2.44485 0.70308 -0.225
C 0.72710 -2.24451 0.40222 0.155
C -3.61186 -1.33005 0.30852 -0.077
C 2.75102 0.07215 1.12758 -0.302
C -2.13157 2.38567 1.90238 -0.181
C -0.53833 -2.21521 1.15633 0.093
C 1.85243 -2.65793 1.05684 -0.319
C 1.00572 -2.58922 -4.09696 0.963
C 0.34933 1.65364 3.45921 0.186
C 1.48223 -0.12271 -3.99116 0.962
C 1.63066 -1.54561 -1.77502 0.062
C -2.07399 2.18405 3.29423 -0.011
C 2.56200 -2.71327 -1.71891 -0.065
C -0.98610 1.80729 4.02830 -0.372
H 5.29844 -3.10108 -2.11930 0.207
H -3.05745 2.85098 1.61329 0.198
H 2.20860 -3.71156 -1.93221 0.195
H 1.01039 1.10661 4.12923 0.202
H -6.22179 -1.62841 -1.16163 0.226
H 1.67383 -3.00159 2.07122 0.196
H -1.06606 1.65216 5.09552 0.197
H -3.24822 2.35239 5.10354 0.194
H -4.09712 1.61478 3.73332 0.223
H 5.75548 -2.93453 -0.41543 0.195
H -7.29975 -0.79415 -0.01382 0.201
H -0.69572 -2.83087 2.03936 0.179
H 2.57929 0.37100 2.14520 0.210
H 3.91383 -3.12034 1.29159 0.196
H -3.82208 3.35389 3.76125 0.205
H 4.69916 -0.46822 -1.26890 0.202
H -5.98774 0.09379 -0.83058 0.235
H 4.74728 -0.83823 1.28143 0.189
H 2.62156 0.46237 -1.91420 0.241
H 4.78407 -4.31546 -0.93725 0.199

| no. | molecular weight (u) |
| --- | --- |
| 1 | 592.18 |
| 2 | 807.94 |
| 3 | 899.68 |